(1)
# C3H13N2O3

A 3-piece molecular cluster, C3H13N2O3 overall (ωB97M-V/def2-TZVPD, the OMol25 dataset).

As for the total charge: +1. As for the spin multiplicity: 1. The total energy is -457.104752 a.u. The frontier orbital gap comes out at 11.31 eV.

Positions of all 21 atoms, in Å:
O  0.08719  2.24060  0.26187
C  0.30614  1.21552  0.85248
N  -0.25409  0.91400  2.07308
C  0.92086  0.04014  0.07101
N  -0.24879  -0.61327  -0.62690
C  0.16628  -1.63297  -1.61500
H  -0.27794  1.68495  2.72331
H  0.06821  0.06877  2.53570
H  1.50409  0.47484  -0.71484
H  1.39431  -0.70108  0.70932
H  -0.93151  0.09122  -0.91648
H  -0.74070  -1.09326  0.13337
H  1.06292  -1.32603  -2.15449
H  -0.61970  -1.89574  -2.31417
H  0.58203  -2.46697  -1.05328
H  0.25023  1.14981  -3.76649
H  1.72368  1.23753  -3.26449
O  0.81133  1.08957  -2.98379
H  -1.87940  -1.67609  2.80142
H  -1.65722  -3.18391  2.71632
O  -1.54553  -2.36667  2.21809

Forces on atoms 1 to 2 (eV/Å):
0.5 0.3 0.2
-1.0 -0.3 -0.3

(2)
# C3H13N2O3

A 3-piece molecular cluster, C3H13N2O3 overall (ωB97M-V/def2-TZVPD, the OMol25 dataset).

As for the total charge: +1. As for the spin multiplicity: 1. The total energy is -457.106011 a.u. The frontier orbital gap comes out at 10.41 eV.

Positions of all 21 atoms, in Å:
N  -1.30449  -0.00657  -0.65903
C  -0.47515  -0.65882  0.38116
C  0.18290  0.53633  1.17368
N  1.13560  0.26151  2.09851
C  1.17202  -0.85934  2.97952
O  -0.03809  1.65961  0.78341
H  -0.76635  0.55585  -1.34578
H  -1.98116  0.57120  -0.16877
H  -1.72835  -0.68147  -1.30286
H  -1.12802  -1.06568  1.17475
H  0.11098  -1.53686  0.12123
H  1.81615  0.99385  2.18963
H  0.86443  -0.68866  4.01789
H  2.24413  -1.13561  3.13303
H  0.76231  -1.79626  2.59277
H  -0.23615  -1.82333  -3.24223
H  -0.62305  -0.43933  -3.82712
O  -0.80242  -1.06355  -3.12600
H  0.97516  2.28295  -2.01825
H  -0.21906  2.74133  -2.82784
O  0.03863  2.15286  -2.12771

Forces on atoms 1 to 2 (eV/Å):
0.3 -1.0 -0.6
-0.7 0.7 2.7

(3)
# C3H13N2O3

A 3-piece molecular cluster, C3H13N2O3 overall (ωB97M-V/def2-TZVPD, the OMol25 dataset).

As for the total charge: +2. As for the spin multiplicity: 2. The total energy is -456.636489 a.u. The frontier orbital gap (alpha / beta) comes out at 10.13 / 4.67 eV. The expectation value of S² is 0.7555.

Positions of all 21 atoms, in Å:
C  -0.58493  -0.80496  -0.20317
C  -0.66814  0.44888  0.65804
C  -0.67831  1.80804  -0.15161
N  -0.82968  2.90224  0.59005
O  -0.42395  1.81549  -1.34728
N  0.63296  -0.80495  -1.15236
H  -1.40424  -1.06042  -0.88936
H  -0.45038  -1.69723  0.44733
H  -1.47567  0.32033  1.41070
H  0.21705  0.49018  1.31341
H  -1.22490  2.79659  1.51502
H  -0.75775  3.81340  0.14470
H  1.57994  -0.73208  -0.74538
H  0.37292  -0.09428  -1.85693
H  0.66300  -1.56392  -1.84819
H  3.59608  -0.72940  0.79075
H  4.19566  -0.82099  -0.62003
O  3.36848  -0.60895  -0.14501
H  -2.48427  -3.36560  1.11139
H  -1.20443  -3.98644  1.63521
O  -1.62699  -3.14185  1.47099

Forces on atoms 1 to 2 (eV/Å):
1.0 -1.7 -0.4
0.4 -1.2 -0.4

(4)
# C3H13N2OS2

A 4-piece molecular cluster, C3H13N2OS2 overall (ωB97M-V/def2-TZVPD, the OMol25 dataset).

As for the total charge: +1. As for the spin multiplicity: 1. The total energy is -1102.769517 a.u. The frontier orbital gap comes out at 3.36 eV.

Positions of all 21 atoms, in Å:
S  -1.03693  1.93762  0.03012
S  -1.16871  -0.14699  0.04409
C  2.68272  0.83539  -0.91603
C  2.88723  0.01178  0.16739
C  1.97100  -0.01163  1.39884
N  1.45710  -1.37664  1.62345
N  -4.63250  -0.79335  0.39055
H  -2.27366  2.27904  -0.37531
H  3.45770  0.96475  -1.68144
H  1.73011  1.28080  -1.06729
H  3.71871  -0.68780  0.16980
H  2.58551  0.29055  2.31154
H  1.13354  0.73141  1.25665
H  0.52385  -1.44890  1.12244
H  1.37439  -1.60419  2.59768
H  -5.09159  -1.02579  -0.47796
H  -5.25181  -0.22179  0.94415
H  -3.69593  -0.35330  0.25064
H  -0.30161  -0.45126  -3.37446
H  -0.27716  -0.16524  -1.79494
O  0.20804  -0.04447  -2.61989

Forces on atoms 1 to 2 (eV/Å):
0.3 -3.6 0.1
-0.2 3.8 0.2

(5)
# C3H13N2OSi

A 2-piece molecular cluster, C3H13N2OSi overall (ωB97M-V/def2-TZVPD, the OMol25 dataset).

As for the total charge: +1. As for the spin multiplicity: 1. The total energy is -596.114570 a.u. The frontier orbital gap comes out at 11.32 eV.

Positions of all 20 atoms, in Å:
C  -2.32436  0.21537  -0.65385
C  0.27614  0.47673  -2.19805
C  1.16335  -0.93558  1.27353
N  0.39091  -1.39766  2.27293
N  2.44848  -0.56656  1.46765
O  0.22466  0.68166  0.62581
Si  -0.68241  1.10492  -0.75436
H  -2.92131  0.56917  0.07313
H  -2.96185  0.48398  -1.50091
H  -2.21769  -0.93845  -0.43566
H  1.39173  0.66695  -2.30559
H  0.40196  -0.63765  -2.33214
H  -0.04708  0.75391  -3.16370
H  0.79344  -1.48448  0.36305
H  -0.52555  -1.78208  2.20509
H  0.47768  -0.94047  3.19821
H  0.73024  1.39390  1.07031
H  3.12577  -0.67698  0.79078
H  2.82675  -0.16225  2.34738
H  -1.03727  2.62326  -0.72683

Forces on atoms 1 to 2 (eV/Å):
2.1 -2.7 -1.6
3.0 -1.6 -0.4

(6)
# C3H13N2Si

A 2-piece molecular cluster, C3H13N2Si overall (ωB97M-V/def2-TZVPD, the OMol25 dataset).

As for the total charge: +1. As for the spin multiplicity: 1. The total energy is -520.778632 a.u. The frontier orbital gap comes out at 10.10 eV.

Positions of all 19 atoms, in Å:
C  0.74420  1.89778  -0.03402
C  1.03002  -0.27788  -1.41996
C  0.22500  0.59128  -0.45073
N  -0.27878  -0.64817  1.09154
N  0.37010  -1.56109  -1.60016
Si  -1.79075  -0.33674  2.16476
H  1.23101  2.29736  -0.98847
H  -0.14161  2.49619  0.34770
H  1.32631  1.68219  0.77059
H  2.11616  -0.37428  -1.32469
H  1.11363  0.35812  -2.40336
H  -0.86632  0.60656  -0.70973
H  0.59360  -0.86007  1.48693
H  -0.40101  -1.38266  0.33598
H  0.93856  -2.34547  -1.65724
H  -0.34405  -1.45442  -2.29419
H  -2.04530  0.89220  1.55097
H  -1.18498  -0.20983  3.45335
H  -2.63580  -1.37107  1.68071

Forces on atoms 1 to 2 (eV/Å):
-2.8 0.9 -2.0
0.0 0.7 -1.4

(7)
# C3H13N3

A 2-piece molecular cluster, C3H13N3 overall (ωB97M-V/def2-TZVPD, the OMol25 dataset).

As for the total charge: -1. As for the spin multiplicity: 2. The total energy is -286.225634 a.u. The frontier orbital gap (alpha / beta) comes out at 1.75 / 8.67 eV. The expectation value of S² is 0.7503.

Positions of all 19 atoms, in Å:
C  3.00753  0.73037  4.11199
C  2.98902  2.05831  3.47894
N  1.79813  2.30210  2.68525
H  2.05561  0.36052  4.55128
H  3.56521  -0.00193  3.55637
H  3.64604  0.87423  5.01170
H  2.93625  2.75426  4.33594
H  3.88786  2.25393  2.85784
H  1.95280  2.90816  1.87052
H  1.45837  1.51266  2.14900
N  -2.33412  -1.76315  -2.93644
C  -3.09000  -1.27037  -4.20102
N  -3.78414  -2.41733  -4.69775
H  -2.65171  -1.50577  -2.08232
H  -1.40009  -1.85570  -2.99175
H  -3.95128  -0.49273  -3.91200
H  -2.62081  -0.50695  -4.92685
H  -3.02303  -3.21799  -4.81988
H  -4.44163  -2.72260  -4.04082

Forces on atoms 1 to 2 (eV/Å):
0.9 -1.0 2.2
-0.5 1.5 -0.5

(8)
# C3H13N3

A 2-piece molecular cluster, C3H13N3 overall (ωB97M-V/def2-TZVPD, the OMol25 dataset).

As for the spin multiplicity: 1. The total energy is -286.307581 a.u. As for the SMILES: CNC.NCN. The frontier orbital gap comes out at 9.93 eV.

Positions of all 19 atoms, in Å:
C  -1.74184  0.31288  -0.61143
N  -0.78303  0.40316  -1.72533
C  0.01285  1.66051  -1.61740
H  -2.30133  -0.61426  -0.71467
H  -1.16231  0.34320  0.30614
H  -2.49697  1.11320  -0.60462
H  -1.39225  0.55557  -2.52499
H  -0.22410  2.40203  -2.38406
H  1.00834  1.46633  -2.04955
H  0.07025  1.92063  -0.56233
N  1.53673  -0.23271  2.21918
C  0.68867  -1.32974  1.75598
N  0.68581  -1.86364  0.38343
H  2.47890  -0.59078  2.23223
H  1.39963  0.65380  1.74719
H  0.93206  -2.19155  2.38720
H  -0.30939  -1.07730  2.11722
H  1.53732  -1.56556  -0.09969
H  0.06066  -1.36577  -0.25451

Forces on atoms 1 to 2 (eV/Å):
0.0 0.1 -0.4
-0.7 1.1 -0.1

(9)
# C3H13N3

A 2-piece molecular cluster, C3H13N3 overall (ωB97M-V/def2-TZVPD, the OMol25 dataset).

As for the spin multiplicity: 1. The total energy is -286.311796 a.u. As for the SMILES: CCN.NCN. The frontier orbital gap comes out at 9.62 eV.

Positions of all 19 atoms, in Å:
C  -1.27013  1.40708  -1.67261
C  -0.37410  0.30288  -2.20789
N  -0.66345  -1.10158  -1.86436
H  -2.24918  1.43683  -2.16927
H  -0.73304  2.35012  -1.79948
H  -1.65768  1.28074  -0.59724
H  0.51155  0.52264  -1.68306
H  -0.25149  0.34003  -3.28777
H  -0.58080  -1.71230  -2.69191
H  -1.59166  -1.15456  -1.44120
N  1.98802  -1.05055  2.35617
C  0.92651  -0.45307  1.46604
N  -0.01662  0.29612  2.30755
H  1.83131  -1.93831  2.80860
H  2.33878  -0.39973  3.05858
H  0.37668  -1.12931  0.87928
H  1.34600  0.32157  0.75229
H  0.35562  1.06534  2.71604
H  -0.28631  -0.38394  3.07025

Forces on atoms 1 to 2 (eV/Å):
-2.1 -0.6 0.8
-0.3 -0.6 0.4

(10)
# C3H13N3

A 2-piece molecular cluster, C3H13N3 overall (ωB97M-V/def2-TZVPD, the OMol25 dataset).

As for the spin multiplicity: 1. The total energy is -286.298663 a.u. As for the SMILES: CCN.NCN. The frontier orbital gap comes out at 10.27 eV.

Positions of all 19 atoms, in Å:
C  -2.19749  1.53864  -0.23636
C  -2.35401  0.06223  0.18410
N  -1.20968  -0.85765  -0.14353
H  -2.17721  1.62953  -1.29739
H  -3.13090  2.14472  0.09261
H  -1.38368  2.08115  0.29954
H  -2.49934  0.08912  1.27032
H  -3.29593  -0.37431  -0.31022
H  -1.34718  -1.75020  0.24816
H  -1.14982  -1.05849  -1.14166
N  1.96548  -1.33872  0.71364
C  2.12597  -0.27121  -0.27736
N  3.43560  0.48727  -0.25721
H  1.67222  -0.99702  1.56582
H  0.97285  -1.78864  0.61974
H  1.87903  -0.71452  -1.33259
H  1.32480  0.47177  -0.34757
H  3.30455  0.96034  0.65670
H  4.06474  -0.31402  -0.30675

Forces on atoms 1 to 2 (eV/Å):
-1.3 0.7 1.7
-0.8 -0.7 -0.7

(11)
# C3H13N3

A 2-piece molecular cluster, C3H13N3 overall (ωB97M-V/def2-TZVPD, the OMol25 dataset).

As for the spin multiplicity: 1. The total energy is -286.319026 a.u. As for the SMILES: CCN.NCN. The frontier orbital gap comes out at 9.45 eV.

Positions of all 19 atoms, in Å:
C  -0.69694  2.48722  2.45944
C  -0.27225  1.53710  1.36552
N  -1.38599  0.78286  0.71956
H  -1.56117  3.13251  2.24612
H  0.08191  3.14873  2.82117
H  -1.09231  1.90094  3.30497
H  0.51011  0.79124  1.61246
H  0.38360  2.02572  0.64168
H  -1.95706  1.58755  0.47380
H  -1.73835  0.26463  1.51891
N  0.07669  -2.89973  -1.48154
C  0.47177  -1.70019  -2.21979
N  1.80883  -1.28597  -2.07495
H  0.58898  -3.01663  -0.61720
H  0.24557  -3.70848  -2.06637
H  -0.06889  -0.79930  -1.93957
H  0.10111  -1.82884  -3.27048
H  1.95666  -0.45814  -1.52037
H  2.54772  -1.96122  -1.97338

Forces on atoms 1 to 2 (eV/Å):
-0.7 -0.4 1.1
1.6 -0.9 -1.0

(12)
# C3H13N3O

C3H13N3O as an isolated structure (ωB97M-V/def2-TZVPD, the OMol25 dataset).

As for the spin multiplicity: 1. The total energy is -361.544110 a.u. The frontier orbital gap comes out at 8.52 eV.

Positions of all 20 atoms, in Å:
C  1.51769  -0.13506  -0.05570
C  -0.48206  -0.39993  -1.67097
N  1.21177  1.22130  0.18627
N  2.43252  -0.37524  -1.06554
O  1.33491  -0.98282  0.82979
H  -0.32158  -0.84061  1.24283
H  2.64019  -1.34909  -1.22282
H  1.32369  1.48483  1.15747
H  1.20738  1.81843  -0.62654
H  2.47794  0.26057  -1.84353
H  0.01439  0.35950  -2.27242
H  -1.51190  -0.39082  -2.04612
H  -0.07971  -1.36656  -1.96636
C  -1.81072  0.55570  1.75776
N  -1.30742  -0.57942  0.98108
H  -1.87297  -1.40776  1.12726
H  -0.96589  -0.42647  -0.35612
H  -2.84812  0.75711  1.48362
H  -1.19402  1.42360  1.52272
H  -1.76608  0.37274  2.83734

Forces on atoms 1 to 2 (eV/Å):
2.0 0.6 1.7
-2.0 -0.5 0.9